71
Properties=species:S:1:pos:R:3:forces:R:3:lowdin_charge:R:1 method="wB97M-V/def2-TZVPD" total_charge=+1 total_energy_ha=-1457.40399 orbital_gap_ev=7.21 molar_mass_g_mol=447.6
C -7.32059 -0.94985 2.71027 1.8 -0.1 -0.7 0.07
C -7.01921 -1.23248 1.55415 0.2 0.0 -0.1 -0.13
C -6.49720 -1.60015 0.10647 -0.3 0.5 1.8 -0.16
C -4.91591 -1.58691 0.20162 0.7 -0.5 0.2 -0.22
C -4.15712 -2.06344 -1.11398 0.5 -0.7 0.9 -0.11
C -2.58317 -1.93623 -0.90660 2.0 0.7 -2.7 -0.09
C -1.67397 -1.55899 -2.08131 1.7 -1.0 4.6 0.11
C -0.22252 -1.52860 -1.70411 -1.6 -0.2 -0.9 -0.06
C 0.80288 -1.19539 -2.87419 -0.7 0.5 0.2 -0.13
C 1.86178 -0.06574 -2.52619 0.3 0.2 -0.8 -0.20
C 1.25404 1.26868 -1.89984 0.3 -0.5 0.6 -0.16
C 2.32330 1.87333 -0.88636 -1.3 1.0 1.0 -0.20
N 3.16234 2.99357 -1.42620 2.0 -0.9 0.0 -0.11
C 3.52088 2.82018 -2.85913 -0.1 0.3 -1.9 -0.11
C 4.45648 2.84971 -0.70550 1.7 -0.5 0.5 -0.43
C 4.68537 3.40714 0.76394 -0.1 -1.1 -0.2 0.00
O 5.40871 2.24794 -1.20575 -2.0 1.3 0.6 0.05
C 0.24537 -1.83792 -0.29109 -1.3 -0.2 -0.9 -0.11
C 1.77891 -1.83942 0.16436 -1.5 0.6 1.3 -0.09
C 1.80956 -2.12829 1.75029 0.0 0.8 -0.5 -0.16
C 3.25455 -1.97192 2.37894 -1.2 -0.2 0.0 -0.17
O 3.90999 -3.26875 2.24267 0.9 1.4 -1.0 -0.08
C 5.28051 -3.07612 1.91720 0.8 0.1 1.0 -0.46
C 5.66609 -3.13282 0.38978 -0.3 -0.8 0.2 0.01
O 6.06753 -2.90733 2.82624 -1.2 -0.3 -2.0 0.13
N -0.68133 -2.14637 0.66279 2.0 0.6 -2.3 0.12
N -1.94364 -2.18547 0.29298 -3.0 0.2 -1.4 0.05
H -7.17950 -0.65224 3.78621 -0.8 -0.5 -1.8 0.06
H -6.88647 -2.64222 -0.14162 0.6 1.4 0.1 0.13
H -6.85034 -0.81947 -0.62610 0.3 -0.9 0.8 0.12
H -4.63998 -2.33361 1.02581 -0.4 1.0 -1.0 0.12
H -4.46593 -0.58671 0.51044 -1.1 -1.2 -0.4 0.10
H -4.39221 -3.17089 -1.27949 0.4 1.4 0.1 0.14
H -4.47209 -1.53033 -2.05832 0.6 -0.3 1.2 0.13
H -2.07857 -1.36475 -3.11182 0.6 -0.2 1.4 0.14
H 1.28815 -2.14874 -3.24407 -0.4 1.0 0.6 0.14
H 0.19013 -0.80158 -3.75521 0.7 -0.6 1.2 0.12
H 2.73052 -0.43876 -1.88996 -1.4 0.4 -0.8 0.10
H 2.34670 0.23582 -3.51610 -0.6 -0.6 1.3 0.12
H 0.92858 2.00173 -2.70929 0.7 -0.9 1.1 0.12
H 0.30754 1.08562 -1.28280 1.2 -0.1 -0.8 0.11
H 3.01873 1.10719 -0.42023 -1.0 0.3 -0.8 0.11
H 1.72509 2.31461 -0.01508 0.9 -0.5 -1.0 0.13
H 2.66478 3.09996 -3.56269 0.9 -0.3 1.2 0.10
H 3.83967 1.77624 -3.15292 -0.2 1.0 0.5 0.08
H 4.37942 3.51035 -3.15066 -1.2 -0.9 0.6 0.11
H 3.76214 3.32826 1.40803 0.9 0.6 -0.8 0.08
H 5.45754 2.71127 1.23527 -1.0 1.0 -0.8 0.09
H 5.15318 4.43257 0.73017 -0.9 -1.0 0.0 0.09
H 2.11980 -0.76706 0.04932 -0.1 -1.3 -0.2 0.09
H 2.40571 -2.56490 -0.42871 -0.8 0.8 0.5 0.14
H 1.32565 -3.13183 1.92017 0.8 1.0 0.2 0.12
H 1.15456 -1.32979 2.22997 0.7 -1.1 -0.6 0.12
H 3.17269 -1.66958 3.47319 0.2 -0.6 -1.3 0.14
H 3.81187 -1.13666 1.85627 -0.4 -1.0 0.4 0.13
H 6.78522 -3.26436 0.33699 -1.3 0.4 0.0 0.10
H 5.18485 -4.04543 -0.10070 0.5 1.1 0.8 0.10
H 5.30443 -2.23729 -0.20597 0.5 -0.9 1.0 0.08
H -2.59502 -2.45582 1.05216 0.7 0.3 -0.4 0.17
C -4.80613 1.90761 1.19265 0.2 0.3 0.1 -0.37
O -5.63825 2.05744 0.31847 0.3 0.0 0.0 0.02
N -3.77239 2.75061 1.44788 -0.3 -0.5 0.0 -0.20
C -2.81926 2.50190 2.51073 -0.1 0.2 -0.2 -0.06
C -3.61850 3.93979 0.62870 -0.3 -0.1 -0.1 -0.04
H -4.83164 1.03772 1.87165 0.0 0.0 0.1 0.11
H -2.84503 3.33501 3.21665 0.2 -0.1 0.1 0.09
H -1.81733 2.41991 2.08087 0.1 0.0 0.2 0.08
H -3.05767 1.57838 3.03991 -0.1 0.1 -0.1 0.08
H -4.51747 4.55354 0.71400 0.1 0.1 -0.1 0.10
H -3.49630 3.64339 -0.41564 0.0 0.2 0.0 0.09
H -2.75050 4.51474 0.95040 -0.1 -0.1 0.0 0.09

73
Properties=species:S:1:pos:R:3:forces:R:3:lowdin_charge:R:1 method="wB97M-V/def2-TZVPD" spin_multiplicity=2 total_charge=+3 total_energy_ha=-9454.04800 orbital_gap_ev="6.68 / 5.25" molar_mass_g_mol=700.4
Mn -0.23186 0.56071 1.35650 0.8 0.8 0.5 0.09
C -1.76583 -2.61597 0.49338 0.0 -0.1 0.0 -0.25
As -1.48701 -0.82576 -0.18325 0.1 -0.1 0.3 1.12
C -3.29216 -0.27682 -0.57853 -0.1 -0.1 0.1 -0.24
C -0.82463 -1.04557 -2.00991 -0.1 0.0 -0.1 -0.31
C 0.61376 -1.49679 -2.32150 0.1 0.0 0.0 -0.67
C 0.72256 -1.57187 -3.85307 0.0 0.0 0.0 -0.07
C 1.63891 -0.45991 -1.83685 0.0 0.0 -0.1 -0.29
As 1.70384 0.08054 0.03668 -0.2 0.2 -0.2 1.15
C 2.71758 -1.27301 0.97027 0.1 0.0 0.1 -0.23
C 2.90981 1.57897 -0.03620 0.0 0.0 0.0 -0.22
C 0.85433 -2.90414 -1.73087 0.0 0.0 0.0 -0.29
As 2.23884 -4.00788 -2.55918 0.0 0.0 0.0 1.38
C 1.73392 -5.84794 -2.37473 0.0 0.0 0.0 -0.23
C 3.96995 -3.76290 -1.76666 0.0 0.0 0.0 -0.23
H -2.21137 -3.24901 -0.27404 0.0 0.0 0.0 0.05
H -2.45422 -2.54607 1.33511 0.0 0.0 0.0 0.05
H -0.83778 -3.05273 0.85727 0.0 0.0 0.0 0.03
H -3.76638 -1.02412 -1.21455 0.0 0.0 0.0 0.06
H -3.26307 0.68199 -1.08103 -0.1 0.1 -0.1 0.01
H -3.84850 -0.19042 0.35357 0.0 0.0 0.0 0.05
H -0.98266 -0.06440 -2.46849 0.0 0.0 0.0 0.07
H -1.52942 -1.73283 -2.48808 0.0 0.0 0.0 0.10
H 0.40893 -0.63426 -4.31201 0.0 0.0 0.0 0.10
H 0.08913 -2.36469 -4.25783 0.0 0.0 0.0 0.10
H 1.75302 -1.75241 -4.17503 0.0 0.0 0.0 0.08
H 1.46312 0.47386 -2.37851 0.0 0.0 0.0 0.10
H 2.65839 -0.76788 -2.09276 0.0 0.0 0.0 0.09
H 3.59096 -1.54751 0.37905 0.0 0.0 0.0 0.04
H 2.11051 -2.14699 1.19857 0.0 0.0 0.0 0.03
H 3.05187 -0.83460 1.90989 0.0 0.0 0.0 0.05
H 3.85286 1.25813 -0.47826 0.0 0.0 0.0 0.06
H 3.07604 1.93542 0.97830 0.0 0.0 0.0 0.05
H 2.47296 2.37558 -0.63489 0.0 0.0 0.0 0.05
H -0.04415 -3.51466 -1.84765 0.0 0.0 0.0 0.09
H 1.11443 -2.89492 -0.66772 -0.1 0.0 0.0 0.06
H 0.80455 -6.04172 -2.90518 0.0 0.0 0.0 0.05
H 1.60413 -6.02679 -1.30389 0.0 -0.1 0.0 0.06
H 2.52824 -6.48110 -2.76460 0.0 0.0 0.0 0.06
H 4.29538 -2.72908 -1.84669 0.0 0.0 0.0 0.03
H 4.68460 -4.41177 -2.26995 0.0 0.0 0.0 0.06
H 3.87706 -4.06212 -0.71941 0.1 0.0 0.0 0.06
O 1.08643 1.06536 2.71703 -0.4 -0.1 -0.1 -0.12
C 0.49511 0.22103 3.49894 -0.1 -0.4 -0.5 -0.50
O -0.18457 -0.67794 2.83299 -0.3 0.0 0.0 -0.10
C 0.53280 0.28297 4.92870 0.1 -0.1 0.2 -0.15
C -0.10402 -0.71652 5.67919 0.0 0.1 0.0 0.01
C -0.04690 -0.66635 7.05659 0.0 0.0 0.0 -0.03
C 0.63869 0.37360 7.67868 0.0 0.0 0.0 -0.02
C 1.27314 1.36629 6.93691 0.0 0.0 0.0 -0.04
C 1.22732 1.32520 5.55921 0.0 0.0 0.0 0.01
H -0.63094 -1.51424 5.17452 0.0 0.0 0.0 0.12
H -0.52875 -1.42925 7.65124 0.0 0.0 0.0 0.12
H 0.68016 0.41010 8.75942 0.0 0.0 0.0 0.13
H 1.80323 2.16171 7.44134 0.0 0.0 0.0 0.12
H 1.71650 2.08447 4.96441 0.0 0.0 0.0 0.13
C -3.64900 6.32472 -1.02212 0.0 0.0 0.0 0.03
C -2.98110 5.02973 -1.31641 0.0 0.0 0.0 -0.20
C -2.85676 4.45130 -2.56043 0.0 0.0 0.0 0.08
C -2.19721 3.23075 -2.67490 0.0 0.0 0.0 -0.25
N -1.68523 2.59126 -1.60005 0.0 -0.1 0.0 0.12
C -1.82002 3.14884 -0.42595 0.0 0.0 0.2 -0.65
S -1.18655 2.50135 1.08800 0.1 -0.2 -0.5 0.79
N -2.44339 4.34567 -0.27995 0.0 0.0 0.0 0.13
C -2.02021 2.55511 -3.98980 0.0 0.0 0.0 0.00
H -4.03222 6.77489 -1.93303 0.0 0.0 0.0 0.11
H -2.94243 7.01611 -0.55844 0.0 0.0 0.0 0.12
H -4.47967 6.17022 -0.33042 0.0 0.0 0.0 0.12
H -3.26599 4.94701 -3.42816 0.0 0.0 0.0 0.15
H -2.50410 4.73557 0.65628 0.0 0.0 0.0 0.16
H -2.45878 3.12166 -4.80611 0.0 0.0 0.0 0.10
H -2.48140 1.56600 -3.95357 0.0 0.0 0.0 0.09
H -0.95477 2.41688 -4.18133 0.0 0.0 0.0 0.10

80
Properties=species:S:1:pos:R:3:forces:R:3:lowdin_charge:R:1 method="wB97M-V/def2-TZVPD" smiles="COB(O)C1=C(C)C(=O)C=C(CC(=O)N(C)C)C1=O.CCOC(=O)OC.CCOC(=O)OC.CCOC(=O)OC" total_charge=0 total_energy_ha=-2071.54541 orbital_gap_ev=8.57 molar_mass_g_mol=577.4
C 5.60434 -1.38510 -2.03764 -0.4 -0.3 -0.3 -0.05
O 4.77457 -0.29790 -2.43558 0.3 0.2 0.2 0.06
B 5.00050 0.91812 -1.87967 0.0 -0.3 -0.4 -0.58
O 6.02088 1.07829 -0.95208 -0.1 -0.1 -0.1 0.15
C 4.04868 2.07441 -2.34472 -0.3 0.0 -0.2 0.06
C 4.12580 3.36325 -1.97639 0.5 -0.3 0.1 -0.12
C 5.16318 3.93919 -1.05819 -0.6 0.1 0.0 -0.01
C 3.11654 4.32177 -2.52678 0.1 0.6 -0.2 -0.34
O 3.41500 5.45908 -2.84166 -0.3 -0.4 0.4 0.11
C 1.75570 3.75993 -2.67022 0.4 -0.4 0.0 0.05
C 1.65238 2.48064 -3.02990 -0.6 0.1 0.2 -0.12
C 0.29474 1.84221 -3.18823 0.5 -0.1 0.4 -0.03
C 0.21644 0.40972 -2.68888 0.5 -0.7 -0.6 -0.44
O 0.83966 -0.50560 -3.20090 -1.1 0.9 0.5 0.12
N -0.67099 0.24306 -1.59404 0.4 -0.9 -0.1 -0.16
C -0.01254 0.71518 -0.36259 -0.4 0.4 -0.2 -0.05
C -1.03045 -1.18177 -1.43813 0.4 0.7 0.1 -0.06
C 2.93112 1.73590 -3.29129 0.2 -0.2 -0.6 -0.29
O 3.05167 0.99865 -4.24665 -0.1 0.5 0.5 0.15
H 6.64169 -1.20342 -2.27699 0.3 0.2 0.1 0.09
H 5.27293 -2.25356 -2.58912 -0.1 -0.2 -0.2 0.09
H 5.48609 -1.60928 -0.98632 0.1 0.1 0.3 0.09
H 5.69988 1.11776 -0.05180 0.1 0.2 0.3 0.11
H 5.01997 3.50763 -0.07596 0.1 -0.2 0.3 0.09
H 6.17036 3.73851 -1.38496 0.3 0.0 -0.1 0.09
H 4.98737 5.00058 -0.95985 0.2 0.3 -0.1 0.08
H 0.90049 4.38606 -2.48931 -0.2 0.3 -0.1 0.13
H -0.41231 2.41708 -2.60645 -0.2 0.3 -0.1 0.11
H -0.00916 1.86738 -4.22856 -0.1 -0.2 -0.3 0.14
H 1.04952 0.48114 -0.35732 0.2 -0.1 0.1 0.10
H -0.16313 1.77672 -0.21102 0.1 0.3 -0.1 0.08
H -0.47858 0.21622 0.47386 -0.1 -0.2 0.2 0.07
H -1.77724 -1.24521 -0.66086 -0.3 -0.1 0.1 0.08
H -0.16259 -1.76510 -1.13977 0.1 -0.3 -0.1 0.09
H -1.40719 -1.53927 -2.38314 -0.2 -0.2 -0.1 0.09
C -5.18992 -4.49507 3.08910 0.1 0.1 0.3 -0.06
C -5.39667 -3.21466 2.30950 -0.2 -0.4 -0.2 -0.21
O -4.91739 -2.06397 3.02380 -0.1 0.0 0.0 0.04
C -3.60011 -1.90319 3.03480 -0.1 0.1 0.0 -0.62
O -2.79082 -2.60591 2.48854 0.2 0.0 -0.1 0.12
O -3.32598 -0.81303 3.75401 0.0 0.1 0.1 0.01
C -1.93366 -0.55030 3.92162 0.2 0.1 0.1 -0.04
H -5.64641 -4.41676 4.07729 -0.1 0.0 0.0 0.08
H -5.63863 -5.33646 2.56166 0.0 0.0 0.0 0.08
H -4.13099 -4.70555 3.23088 0.0 0.0 -0.1 0.07
H -6.45907 -3.03454 2.16111 0.0 0.2 0.1 0.12
H -4.92595 -3.26110 1.32765 0.1 0.0 0.1 0.12
H -1.42538 -0.50786 2.96079 0.0 -0.1 0.0 0.08
H -1.47649 -1.31216 4.55124 0.0 -0.1 -0.1 0.10
H -1.85328 0.41440 4.41389 -0.2 0.0 0.0 0.09
C -8.79577 -4.60879 9.58566 0.2 0.2 0.0 -0.07
C -8.37945 -5.72324 8.64956 -0.3 -0.1 0.2 -0.21
O -7.38100 -5.29491 7.71162 -0.1 0.0 -0.1 0.04
C -6.14972 -5.17957 8.20061 0.0 -0.1 -0.1 -0.62
O -5.80258 -5.42776 9.32378 0.1 0.0 0.2 0.13
O -5.35562 -4.75546 7.21759 0.1 0.1 -0.1 0.00
C -4.00434 -4.51826 7.61682 0.2 0.1 -0.1 -0.04
H -9.12798 -3.73958 9.01647 -0.1 0.0 0.0 0.08
H -9.61253 -4.94053 10.22636 0.0 0.0 0.0 0.08
H -7.96799 -4.29491 10.21902 0.0 -0.1 0.0 0.07
H -9.22512 -6.03582 8.04070 0.1 0.0 -0.1 0.12
H -8.02070 -6.59439 9.19708 0.1 0.1 0.0 0.12
H -3.57780 -5.39699 8.09456 -0.1 0.0 0.1 0.10
H -3.95486 -3.66460 8.29077 0.0 -0.1 0.1 0.10
H -3.45111 -4.29456 6.70907 -0.1 0.0 -0.1 0.09
C 2.81987 4.68552 -6.07987 0.2 0.2 -0.1 -0.05
C 3.17928 3.71133 -7.18136 -0.3 -0.2 0.3 -0.20
O 4.11578 4.27572 -8.11266 -0.1 0.1 -0.1 0.04
C 5.37225 4.34359 -7.68516 0.0 -0.2 -0.2 -0.62
O 5.78978 3.95090 -6.62902 0.1 0.0 0.2 0.13
O 6.10645 4.89741 -8.65177 0.1 0.1 0.0 0.00
C 7.47987 5.08186 -8.30735 0.2 0.1 -0.1 -0.04
H 2.44740 5.62124 -6.50000 -0.1 0.0 0.0 0.09
H 2.04964 4.26062 -5.43779 0.0 0.0 0.0 0.07
H 3.68507 4.92484 -5.46546 0.0 -0.1 0.0 0.07
H 2.29839 3.46978 -7.77286 0.1 0.0 -0.2 0.12
H 3.57473 2.77920 -6.77741 0.1 0.1 0.0 0.12
H 7.92996 4.14705 -7.98138 0.0 0.0 0.1 0.09
H 7.57496 5.83368 -7.52544 0.0 -0.1 0.1 0.10
H 7.97856 5.43052 -9.20691 -0.1 0.0 -0.1 0.09